9
Properties=species:S:1:pos:R:3 method="wB97M-V/def2-TZVPD" orbital_gap_ha="0.20517 / 0.20519" de_lowest_ev=5.004 spin_multiplicity=1 total_charge=-2 e_homo_ev="0.316 / 0.316"
S 1.19610 1.76241 0.94416
N -1.09113 1.29543 -0.88217
O 0.50426 -1.41378 1.76134
H -0.97385 2.34632 -0.96127
C 0.28289 0.64373 0.14872
O 1.58075 -1.63497 -0.58911
P 0.56907 -1.03969 0.31226
H -1.16057 -0.49585 -0.41293
O -0.90753 -1.46360 -0.32099



13
Properties=species:S:1:pos:R:3 method="wB97M-V/def2-TZVPD" orbital_gap_ha=0.32177 de_lowest_ev=4.425 spin_multiplicity=1 e_homo_ev=-7.974
C -0.01942 1.19982 0.21396
H -0.31496 -3.05710 -0.00301
N -1.30829 0.75188 0.53617
H 1.66934 0.23167 -0.73375
H 1.10032 2.99215 -0.33239
H -0.55805 3.09103 0.29100
H -2.42861 -0.96771 0.82428
C -1.59746 -0.40093 0.48602
C 0.26395 2.50408 0.05267
C 0.52131 -2.46239 -0.35951
C 0.35440 -1.14793 -0.17993
N 0.81571 0.11415 -0.21147
H 1.50177 -2.84872 -0.58404



30
Properties=species:S:1:pos:R:3 method="wB97M-V/def2-TZVPD" orbital_gap_ha="0.32900 / 0.17185" spin_multiplicity=7 total_charge=+4 e_homo_ev="-23.900 / -23.582"
O -1.07184 -0.72230 1.49616
C 0.22321 0.78249 -4.18244
O 0.60242 1.09367 -5.22249
H 0.57880 -1.88286 5.16871
Pr -0.90641 -0.44946 -1.98643
C 1.33717 1.61401 -0.17077
H -1.60885 -0.55834 5.56244
H 2.22922 -0.64687 2.29094
O 0.52028 -2.30287 -4.98906
Rh 0.47787 0.32584 0.69314
H 1.94380 -2.37108 2.50255
N 0.37590 -1.13330 3.19992
H 1.89312 -0.83872 4.57443
C 0.18999 -1.76717 -4.02157
H -4.01056 -0.56609 3.64159
C 1.45313 -1.42538 2.24876
N -1.98588 -0.94896 3.51274
H -3.18253 0.37118 2.37480
C -3.24568 -0.60999 2.86515
H 0.35518 -0.10642 5.04289
Cl -2.31843 1.68627 -2.41367
C -0.88873 -0.96028 2.75496
Cl -2.52230 -2.37530 -2.33626
H -3.54116 -1.35618 2.11454
H -3.08185 -1.48286 5.17549
H -1.49472 -2.29356 5.07434
H 1.04851 -1.51167 1.21419
C -2.03152 -1.34247 4.91327
C 0.80358 -0.98835 4.57484
O 1.94640 2.53213 -0.56885



14
Properties=species:S:1:pos:R:3 method="wB97M-V/def2-TZVPD" orbital_gap_ha=0.33462 de_lowest_ev=2.358 spin_multiplicity=1 total_charge=-1 e_homo_ev=-5.115
H 0.07114 0.83458 0.94198
N 1.96480 2.53348 -0.20410
H -0.85057 -0.02683 -1.10250
C 0.02438 -0.30704 0.73078
O 1.70724 -0.21529 -1.16704
S 1.53489 -0.93754 0.05742
O 2.58919 -0.61104 0.97351
O 1.27058 -2.31759 -0.22613
C 2.67583 1.65917 -0.28018
C -1.08046 -0.60427 -0.27823
H -0.90810 -1.58828 -0.55228
H 3.54570 1.03493 -0.41114
H -0.16393 -0.89604 1.50427
H -2.14679 -0.40727 0.10184



55
Properties=species:S:1:pos:R:3 method="wB97M-V/def2-TZVPD" orbital_gap_ha="0.19948 / 0.19615" de_lowest_ev=0.809 spin_multiplicity=2 total_charge=-2 e_homo_ev="-0.830 / -0.739"
C -2.52970 0.28395 -1.74360
S 2.09526 1.49097 -2.02344
S -1.05417 0.71462 -2.52471
C 0.02685 -2.53593 -1.06856
H -0.69735 -4.54255 -1.12108
C 2.32373 1.84070 3.68651
C 4.28555 0.13337 -0.91288
C -4.27126 0.72349 1.50702
H -5.21475 0.47101 1.97475
N -1.81186 1.30758 0.29429
C -1.13784 2.67525 2.18702
C 1.03122 0.45751 2.21930
H -3.32889 -0.59579 -3.50655
N 5.39679 2.35210 -3.29577
C 0.62898 -4.11757 -2.76682
C 3.77840 1.07389 -1.79799
H 1.90433 -1.02926 -3.28192
H 2.71232 2.08941 4.66334
O -0.22678 -1.46070 2.88484
H -3.44739 1.76497 3.18846
C -2.09972 1.74215 1.51380
C -5.02931 -0.30077 -0.60353
C -4.04614 0.33804 0.17085
H 3.30304 3.48099 2.65155
N 1.37430 1.19913 1.11580
C -0.61714 -2.13853 0.23132
H 1.97785 -3.30756 -4.24499
C 1.39376 -3.10964 -3.35608
H -0.45962 -2.90621 1.00617
C -3.29801 1.43390 2.16854
H -5.53120 -1.11082 -2.52087
N 6.80332 -0.04303 -0.54013
C 4.67183 1.77868 -2.60274
H 2.44244 2.84175 0.45395
H 1.22322 0.07129 4.28294
C -2.77291 0.64723 -0.39003
C -3.53159 -0.35384 -2.47326
C -4.76612 -0.63689 -1.91544
H 0.57622 -5.11247 -3.18947
C 1.50946 0.74588 3.48831
H -1.64588 3.61371 2.42491
C 1.38400 -1.85103 -2.80515
C 2.65501 2.61917 2.56399
C 0.18771 -0.72644 1.97297
C -0.08305 -3.79884 -1.61065
Mn 0.75183 0.27281 -0.59693
H -5.99434 -0.50634 -0.15502
S 3.37904 -0.92515 0.09149
H -0.30037 2.88062 1.52786
C 2.17482 2.25510 1.32862
C 5.67063 0.03927 -0.74725
N -0.02415 -0.89729 0.66021
H -1.70588 -2.02505 0.08582
N 0.73196 -1.54792 -1.66745
H -0.76845 2.24110 3.11766



22
Properties=species:S:1:pos:R:3 method="wB97M-V/def2-TZVPD" orbital_gap_ha=0.30455 de_lowest_ev=3.080 spin_multiplicity=1 smiles="N/C=C/N.O.O.O.O" e_homo_ev=-7.895
H -2.38477 -0.80918 -3.92129
H 4.00470 -1.69772 4.68259
H 0.91090 0.43707 -0.90162
H 4.38580 -2.81849 5.51701
O -2.55261 4.52015 2.21797
H 5.91876 -2.94312 0.43376
H -3.61779 2.78032 0.51202
N -1.70021 -1.48705 -3.68929
H -0.28360 -0.24568 0.06788
H -2.96236 3.72496 2.71507
C -0.38693 -0.20244 -2.15072
O 3.59655 -2.26871 5.38462
N -0.07316 0.37730 -0.91292
H -3.16285 4.72424 1.60788
O -4.35273 3.54602 0.51936
O 6.14752 -2.77823 -0.44964
C -1.39843 -1.08887 -2.37685
H 0.32264 0.00590 -2.87988
H -2.18739 -2.36436 -3.54043
H 6.25971 -3.59024 -0.94843
H -4.55170 3.65806 -0.40898
H -1.93204 -1.47993 -1.47810



26
Properties=species:S:1:pos:R:3 method="wB97M-V/def2-TZVPD" orbital_gap_ha=0.34527 de_lowest_ev=1.893 spin_multiplicity=1 smiles="C=C[C@@]1([Si](C)(C)C)CC1=C" e_homo_ev=-8.645
H -0.07711 0.93793 -1.82179
H 1.63177 0.74779 -2.23144
C -2.00254 0.52537 -0.05785
C -1.04687 -1.64277 -0.63924
Si 0.94618 0.42200 0.33503
H -1.84666 1.60657 0.03367
H -1.97717 -1.97867 1.52069
C 0.95102 1.23094 -1.48890
H 1.12230 2.26249 -1.57171
H -0.68831 -1.56759 -2.64287
H 0.46122 1.44660 2.71714
C -0.85793 -2.26372 -1.79731
C 2.44963 -0.67611 0.40152
H -1.07926 -3.25508 -2.10675
H -3.99050 0.90801 -0.45833
H 2.16411 -1.81970 0.29055
H 1.52877 2.42414 1.64181
H 2.75172 -0.66046 1.45050
H -3.55773 -0.89214 -0.53121
C -1.13454 -1.80330 0.85804
C 0.62899 1.76502 1.66388
C -0.86625 -0.40169 0.15441
C -3.28292 0.15711 -0.30564
H -0.16269 2.35586 1.29190
H -0.13518 -1.89553 1.26833
H 3.27710 -0.50703 -0.26435



10
Properties=species:S:1:pos:R:3 method="wB97M-V/def2-TZVPD" orbital_gap_ha="0.31272 / 0.29682" de_lowest_ev=3.567 spin_multiplicity=1 e_homo_ev="-7.531 / -7.265"
N -0.65836 -0.41445 0.84471
H 0.17857 1.25267 2.03546
O 0.92182 0.99016 0.14231
H -0.07264 -1.17040 1.23991
H 1.32622 0.31368 -1.74592
C 0.01142 0.80008 1.06920
C 0.81628 0.06773 -0.82580
H -0.72312 -1.51798 -0.98376
C -0.54656 -0.50300 -0.62728
H -1.32834 0.17071 -1.04151



14
Properties=species:S:1:pos:R:3 method="wB97M-V/def2-TZVPD" orbital_gap_ha=0.37065 de_lowest_ev=0.907 spin_multiplicity=1 smiles="C/C=C/CN" e_homo_ev=-8.926
H 0.30341 0.60307 -2.05664
H 1.10484 -0.80511 1.02797
H 1.55924 1.64930 -2.14349
N 0.78942 1.35709 -1.56370
H -2.73037 -0.93736 0.78572
H 1.78117 1.48374 0.35066
C -0.82479 -0.27173 0.30966
C -1.72342 -1.15638 1.14448
H -1.33281 0.38299 -0.39180
H -1.56287 -2.21741 0.94647
C 0.49952 -0.21913 0.33585
C 1.38937 0.72978 -0.36361
H 2.42369 0.39339 -0.59933
H -1.67641 -0.99223 2.21774



104
Properties=species:S:1:pos:R:3 method="wB97M-V/def2-TZVPD" orbital_gap_ha="0.30624 / 0.34991" spin_multiplicity=4 e_homo_ev="-7.592 / -8.879"
H -3.60924 2.78497 -5.18757
C 1.05366 0.12269 0.45916
C -2.65911 1.60606 -2.66858
H -5.72254 -3.72141 3.90476
O 3.04977 -2.93722 0.01140
H -1.41611 0.84518 -6.59430
H -3.59338 1.57246 -0.74175
H -1.33833 3.29874 -6.02767
C 5.21447 0.74953 2.86805
C 2.28042 2.12115 -0.34579
H -0.82497 3.79397 -4.41812
H -4.21139 3.06734 -2.82801
H 1.58311 -0.53519 -0.23266
H 5.70760 0.15107 2.10080
O 7.29257 0.34585 -0.15547
H -2.14602 0.56595 -0.84133
C 7.59644 -0.80093 -0.33813
O -0.34008 1.82897 -2.44258
C -3.61268 0.50424 -3.16588
C 3.33472 2.36393 3.30638
C -3.28726 -1.83493 2.46133
H -4.24978 0.83808 -3.98496
H -1.45655 -0.35358 -5.29714
H -4.02385 -4.72478 0.67142
H 0.41719 2.66424 1.45368
O 7.43230 -1.73200 0.63650
C -2.92554 3.34980 -4.54794
C -3.08774 -2.36032 3.88273
H -2.81457 0.74840 -5.53761
C 5.26007 -2.80233 0.87294
H -2.31421 -0.33721 1.22293
H -7.24022 -0.57060 2.43908
N -4.66971 -1.27963 2.24464
O -4.74084 -0.41809 1.30790
H 0.71951 -0.47147 1.30413
H 1.53822 1.91592 -1.11474
C 4.82719 2.57681 1.27553
N 8.12781 -1.31828 -1.51770
H 0.73421 1.43319 2.66840
H -3.31214 -1.58261 4.61419
O 2.99659 -0.42329 2.11652
C 1.94708 1.27879 0.89848
H 7.20521 -3.73318 0.88036
H -3.68342 -3.23639 4.11820
C 1.21607 2.11630 1.96174
N 4.58879 -1.82290 -1.31406
C -5.84178 -2.22069 2.29786
C -2.58208 1.51695 -1.14827
C -2.28603 -0.70809 2.24266
C 4.17474 -2.55165 -0.14855
H 1.05285 2.27628 -4.36270
H 4.96984 -3.70167 1.41856
H 5.60086 3.10954 1.83070
H 2.42353 3.91391 2.09660
C 2.11483 3.08058 2.73384
H 4.40687 -0.82968 -1.19005
H -1.28465 -1.08708 2.45275
H -1.98576 2.31987 -0.72345
H 4.81678 0.08563 3.63122
H -5.66476 -2.04992 4.46998
H -7.17984 -2.73981 3.91299
C 4.13196 1.61167 2.23633
H -4.26319 0.19731 -2.34707
C -1.47784 3.10357 -4.96076
H 4.17352 3.32116 0.83115
N 3.17777 0.69389 1.52779
H 1.53894 3.52055 3.55081
C -3.08222 -2.94778 1.42851
C -3.14875 3.00476 -3.07776
H 8.98158 -1.84223 -1.37417
H -5.68537 -3.02860 0.31308
H -3.06894 -2.49256 0.43331
H -3.16836 4.40299 -4.70225
H 0.83270 0.54370 -4.61524
H 5.20336 -1.97481 1.59212
C -4.17534 -4.01085 1.48336
N -1.26674 1.41291 -3.21049
H 4.02439 -2.13828 -2.09736
H 5.96412 1.40005 3.32275
H -3.06476 -0.37674 -3.49546
H 0.67395 1.66144 -5.98212
C -1.73280 0.66703 -5.56550
H 0.18933 0.54219 -0.05942
H 5.31671 2.01430 0.47964
H -2.63243 3.74351 -2.45747
C -1.01280 1.67277 -4.66748
H -2.49058 0.12621 2.91543
H -4.10414 -4.58746 2.40975
H 3.00601 1.64137 4.05996
H -6.33626 -4.14525 1.50427
H -2.03862 -2.63741 3.99448
C 6.69182 -2.92961 0.35476
C -6.10556 -2.71622 3.73109
H 8.28071 -0.56320 -2.17444
H -6.97529 -1.13560 0.78894
H -7.93906 -2.11264 1.91225
H 6.72187 -3.12686 -0.71604
C -5.56255 -3.38993 1.33854
H 3.25704 1.86520 -0.75507
H 2.26604 3.19311 -0.14789
C 0.48454 1.53299 -4.91463
H -2.09692 -3.39224 1.59162
C -7.07261 -1.45436 1.82227
H 4.00604 3.06850 3.80500



12
Properties=species:S:1:pos:R:3 method="wB97M-V/def2-TZVPD" orbital_gap_ha=0.29518 de_lowest_ev=7.235 spin_multiplicity=1 smiles="COCN=[N+]([O-])[O-]" total_charge=-1 e_homo_ev=-4.100
H 0.87993 1.32405 -0.75380
H 0.30744 -1.53779 1.50445
H -0.39014 -1.28990 -0.23851
N -1.20236 0.26749 1.06513
H 1.81317 -0.15962 -1.41971
H 2.56768 1.11968 -0.34083
O -1.89954 -0.39840 -0.96487
O 1.32233 -0.24924 0.64533
O -3.01948 0.97584 0.23774
C 0.05096 -0.84449 0.70459
C 1.60082 0.48954 -0.53998
N -2.03082 0.30283 0.10045



74
Properties=species:S:1:pos:R:3 method="wB97M-V/def2-TZVPD" orbital_gap_ha="0.20167 / 0.25681" spin_multiplicity=4 total_charge=-2 e_homo_ev="-1.403 / -2.903"
H -1.31043 0.73955 5.76738
O -0.06395 -1.02429 0.72093
H -3.10772 -1.85978 -0.46562
C 3.53917 -4.07800 -3.47231
H -2.93080 1.89601 3.58571
C -1.66736 -0.72267 -3.70075
H 0.93727 1.17884 4.26040
C 3.55591 -2.18325 -1.96511
C -1.64112 0.43964 2.60622
H 2.04617 -2.52775 -3.45535
C 1.01962 3.08578 0.37968
N 3.02083 -0.98720 -1.54647
H 3.31201 -0.61906 -0.66467
C -3.57176 0.77107 -3.79025
O 0.87563 1.15809 -0.96675
H 3.26940 4.39897 3.18165
C 4.71079 -4.57668 -2.91047
C -4.64974 -0.22188 -1.92460
H -4.52743 0.93642 -4.29387
N -3.04654 -0.52774 -4.22811
N -4.15614 -1.55232 -2.27863
C 5.29241 -3.86405 -1.86246
H -1.01797 0.04873 -4.12317
C 0.94765 4.43169 0.67904
H -1.11174 2.33174 5.01177
H -3.51667 -2.54931 -3.99773
N 1.74781 2.28974 1.12119
C -2.49065 0.86185 -1.61509
C -3.93334 -1.57795 -3.72330
H 5.18591 -2.14732 -0.56339
H 0.34899 5.08564 0.05199
C 2.58764 2.71009 2.05112
C 0.52601 2.38444 -0.91155
P -1.49138 -0.68293 -1.84858
O 1.74028 -2.21032 4.50148
C 1.30549 -1.41018 3.66243
H -5.62566 -0.08830 -2.39908
O -0.07218 3.07502 -1.73961
H -0.38002 -1.18367 4.88704
H -2.12620 0.61440 1.64880
H 6.19697 -4.23434 -1.39427
C 2.96470 -2.90207 -3.01228
C -2.39199 0.98082 3.83151
H 3.05457 -4.61448 -4.27963
H -1.88091 1.71499 -1.91434
H -4.77744 -0.17282 -0.84154
H 5.15144 -5.49692 -3.27082
C 4.73217 -2.68682 -1.39020
V 1.55944 0.24338 0.94610
C 2.58221 4.03858 2.42587
H -2.87295 1.55027 -4.09567
H -2.57213 -2.86837 -1.78163
C -1.19710 -1.01135 2.84445
O 1.68519 6.18510 2.15579
O 1.91171 -1.03768 2.58532
H -3.10766 0.25078 4.21817
C 1.70467 4.88097 1.75637
H -2.00118 -1.60937 3.26158
H -4.90231 -1.46301 -4.21478
C -0.02652 0.75438 3.99685
O 3.64493 0.69748 1.47528
C -2.89869 -1.85321 -1.53843
H -1.29273 -1.68601 -4.05426
C -0.80276 -1.70243 1.54087
H -2.69733 0.97971 -0.54770
H 1.10722 6.67027 1.56551
H 2.06785 -0.75788 -1.77567
O -1.28229 -2.81683 1.30237
O 4.56974 1.91806 3.15338
C -1.21406 1.26261 4.81498
N -3.78957 0.88275 -2.34695
O -0.40278 1.17611 2.66507
C 3.70728 1.66575 2.31799
C -0.05984 -0.78152 3.93075